The following is a quantum chemistry calculation of a single C18H19Cl2NO5 molecule, from the Open Molecules 2025 dataset.

The geometry in XYZ format:
```
45
Properties=species:S:1:pos:R:3:forces:R:3:nbo_charge:R:1
C -2.1910 -2.0533 0.7707 0.32 0.09 0.23 -0.65
C -0.8093 -2.0420 1.4191 -0.05 -0.16 -0.14 -0.05
O -0.3901 -0.7887 1.9151 -0.05 0.14 -0.05 -0.54
C -1.0117 -0.3269 3.0863 -0.16 0.34 0.02 -0.09
C -2.1968 0.6195 2.8337 0.20 -0.47 0.38 -0.11
O -1.8031 1.7226 2.0216 -0.13 0.03 -0.25 -0.50
C -1.0832 2.6846 2.5950 0.07 0.38 -0.06 0.78
O -0.8494 2.7571 3.7709 0.01 -0.03 0.08 -0.59
C -0.5493 3.6550 1.5300 -0.17 0.16 0.27 0.01
C -0.0751 4.9535 2.1636 -0.03 -0.43 -0.20 -0.61
O 0.5813 3.0337 0.9360 0.14 0.22 0.07 -0.49
C 0.4294 1.9440 0.1279 0.16 -0.49 -0.44 0.30
C -0.7081 1.6402 -0.6118 0.16 0.29 0.11 -0.27
C -0.7285 0.5144 -1.4126 0.27 -0.32 -0.19 -0.25
C 0.3782 -0.3178 -1.4869 -0.04 0.51 0.26 0.33
O 0.2185 -1.4856 -2.2202 -0.30 -0.03 0.20 -0.48
C 1.2095 -2.0057 -2.9444 0.67 -0.37 -0.63 0.48
N 2.3303 -1.3418 -3.1579 -0.69 0.10 0.28 -0.45
C 3.2779 -1.8674 -3.9142 0.15 -0.34 -0.24 0.03
C 3.1479 -3.1113 -4.5063 -0.28 0.08 0.18 -0.11
Cl 4.4063 -3.7632 -5.4854 0.17 -0.05 -0.11 0.02
C 1.9779 -3.8399 -4.2980 0.09 0.33 0.13 -0.19
C 0.9962 -3.2829 -3.5075 0.13 0.34 0.15 -0.10
Cl -0.4758 -4.1151 -3.1962 -0.13 -0.13 -0.01 0.04
C 1.5247 -0.0119 -0.7681 -0.12 -0.23 -0.06 -0.25
C 1.5444 1.1128 0.0278 -0.28 0.29 0.10 -0.22
H -2.9812 -2.0005 1.5164 -0.12 0.01 0.03 0.20
H -2.2786 -1.2116 0.0893 -0.06 0.07 -0.09 0.22
H -2.3137 -2.9743 0.2070 -0.06 -0.12 -0.06 0.22
H -0.0554 -2.2909 0.6685 -0.06 -0.11 0.07 0.19
H -0.7675 -2.7931 2.2229 0.06 0.05 -0.08 0.16
H -0.2453 0.2327 3.6328 -0.15 -0.11 0.04 0.21
H -1.3554 -1.1606 3.7130 0.00 0.03 0.01 0.17
H -2.9964 0.1345 2.2752 0.06 0.04 0.08 0.20
H -2.5671 0.9873 3.7967 -0.01 -0.09 -0.13 0.20
H -1.3332 3.8467 0.7865 0.12 -0.05 0.08 0.19
H -0.9185 5.4869 2.5918 -0.07 0.06 0.06 0.22
H 0.4059 5.5723 1.4119 -0.01 0.06 -0.09 0.22
H 0.6380 4.7293 2.9515 0.03 0.02 0.07 0.23
H -1.5891 2.2597 -0.5664 -0.05 0.03 0.03 0.22
H -1.6097 0.2669 -1.9847 -0.09 -0.04 -0.06 0.22
H 4.1640 -1.2636 -4.0425 0.17 -0.06 -0.12 0.21
H 1.8430 -4.8137 -4.7410 -0.03 -0.08 -0.03 0.25
H 2.3876 -0.6551 -0.8194 0.05 0.01 0.03 0.23
H 2.4216 1.3628 0.6025 0.11 0.01 0.09 0.22
```
Positions in Å, forces in eV/Å.

- ΔE to the lowest compared entry with this formula, charge and spin (eV) = 0.3433
- structure (SMILES) = CCOCCOC(=O)[C@@H](C)Oc1ccc(Oc2ncc(Cl)cc2Cl)cc1
- highest occupied orbital energy (eV) = -8.1
- energy (hartree) = -2048.63561